Computed, not measured: a 7-piece molecular cluster, C17H32O5 overall, with wB97M-V/def2-TZVPD.

The largest force on an atom is 2.7 eV Å⁻¹. For the total energy, the calculation gives -1043.02952 a.u. As for the energy relative to the best compared isomer or geometry (same formula, charge and spin): 80.2 kcal/mol.

ORCA input file:
```
! RIJCOSX wB97M-V def2-TZVPD def2/J DEFGRID3
* xyz 0 1
O -0.90129 -0.49365 -3.36337
O 1.88098 -0.39394 -2.77937
O 0.52178 0.07765 3.72208
O 0.95128 0.58676 1.06855
O 1.53343 3.41911 1.33534
C -0.03957 0.03941 0.30610
C -3.76957 1.05396 -1.41605
C 2.27255 -1.59892 -2.09567
C -5.06748 2.33904 -2.97128
C -4.44166 1.12087 -2.61650
C -0.71643 0.77214 3.95703
C 2.71625 -2.50338 1.86314
C -0.90547 -0.05625 -4.69993
C 1.74718 -3.08608 2.63424
C 4.03605 -4.52130 2.23873
C 2.42545 4.33721 0.68051
C -3.75665 2.16874 -0.58103
C 2.99770 -5.08036 2.95956
C 3.87015 -3.27679 1.60759
C -4.30994 3.33155 -0.96835
C 1.86773 -4.32062 3.14532
C -4.95433 3.47589 -2.18236
H 0.83737 -2.58177 2.92464
H 3.17996 -6.04742 3.40451
H -1.54426 0.07466 4.08473
H -5.51905 2.45407 -3.94557
H 3.38045 3.84742 0.87071
H -0.18049 0.72127 -4.94069
H -4.37775 0.30108 -3.31669
H -0.94542 1.44120 3.12755
H 4.99029 -5.01015 2.10892
H -4.34409 4.17164 -0.29050
H 0.75747 0.43082 1.99576
H -3.24290 2.16100 0.36891
H -0.57212 -0.92720 -5.26422
H 2.42164 5.38357 0.98582
H 2.22428 4.32255 -0.39066
H 2.53372 -1.51719 1.46249
H 0.01466 0.35281 -0.73647
H -1.64304 -1.08112 -3.20125
H 0.98109 -0.51408 -3.09142
H 4.70001 -2.88249 1.03992
H -0.98306 0.49612 0.60502
H 1.07373 0.03395 4.50633
H 3.35515 -1.70336 -2.02376
H 1.60391 2.52956 0.98130
H -0.63965 1.32946 4.89063
H -0.15430 -1.04298 0.36398
H 2.03694 -1.51817 -1.03450
H 1.05224 -4.77656 3.68706
H 1.75919 -2.50760 -2.41010
H -5.54757 4.33498 -2.45880
H -1.92075 0.17855 -5.01955
H -3.24581 0.15434 -1.12838
*
```

Mulliken atomic charge list, values in e, 6 entries: O -0.464; O -0.480; O -0.484; O -0.449; O -0.453; C -0.651

Computed, not measured: C15H23N5Ni as an isolated structure, with wB97M-V/def2-TZVPD.

The largest force on an atom is 0.6 eV Å⁻¹. For the total energy, the calculation gives -2366.98983 a.u. Its expectation value of S² is 2.0064.

ORCA input file:
```
! RIJCOSX wB97M-V def2-TZVPD def2/J DEFGRID3
* xyz 2 3
Ni -0.02339 -0.26240 -0.33987
N -0.34537 1.64046 -1.11134
N -0.05353 0.96328 1.29927
N 0.26580 -1.54550 1.27331
N -0.94673 -2.03945 -1.02285
N 1.03507 -0.39606 -2.16205
C 0.52507 -1.03058 2.41219
C 0.17522 0.42530 2.49221
C 0.46959 -2.91888 0.87345
C -0.40271 2.23505 1.13467
C -0.53209 3.06936 2.23466
C 0.74412 -1.72027 -2.76287
C -0.30634 2.52838 3.49617
C 1.12234 -1.72320 3.58608
C 0.05023 1.19307 3.64072
C -0.69996 -2.10902 -2.47803
C -1.01453 3.98070 -0.67101
C -0.55024 -3.24451 -0.24365
C 0.79848 0.77842 -3.05017
C -0.35336 1.67777 -2.55596
C -0.59667 2.59968 -0.30753
H -0.90387 -3.10264 -2.88174
H -0.22445 2.68067 -2.96336
H -0.18686 4.67182 -0.48650
H -0.79049 4.11294 2.12108
H 0.92129 -1.70872 -3.83883
H -1.84927 4.29668 -0.04491
H 1.41750 -2.45725 -2.32240
H 1.49106 -3.02412 0.49362
H 2.00874 -0.38320 -1.88518
H 0.34819 -1.99641 4.30908
H 0.21113 0.76144 4.61914
H -1.44183 -3.68150 0.20154
H -1.31298 4.06210 -1.71150
H -1.93670 -1.88569 -0.87620
H -1.31760 1.29495 -2.90306
H 0.57664 0.43710 -4.06031
H -1.37520 -1.40635 -2.96969
H -0.11985 -3.99163 -0.90879
H 1.82032 -1.05687 4.09300
H 1.65166 -2.62715 3.29571
H 1.71184 1.36878 -3.09228
H 0.35104 -3.61941 1.70061
H -0.41130 3.15285 4.37354
*
```

Mulliken atomic charge list, values in e, 6 entries: Ni 0.059; N -0.041; N -0.411; N -0.140; N -0.119; N -0.086

Computed, not measured: one molecule with the formula C2H3NOS, with wB97M-V/def2-TZVPD.

The largest force on an atom is 6.4 eV Å⁻¹. For the total energy, the calculation gives -606.11235 a.u. As for the energy relative to the best compared isomer or geometry (same formula, charge and spin): 47.1 kcal/mol.

ORCA input file:
```
! RIJCOSX wB97M-V def2-TZVPD def2/J DEFGRID3
* xyz 0 1
S -0.71845 1.47044 -0.29137
O -0.64873 -1.31318 -0.57099
N 2.52335 -0.27487 -0.09589
C 1.40486 -0.12797 0.10364
C 0.00461 -0.04813 0.39964
H -1.74182 1.65077 0.67426
H -0.40317 -0.20693 1.33269
H -0.42065 -1.15013 -1.55197
*
```

Mulliken atomic charge list, values in e, 6 entries: S -0.150; O -0.532; N -0.306; C 0.197; C -0.047; H 0.165

Computed, not measured: C65H66BiFIN9O7SeTe2 as an isolated structure, with wB97M-V/def2-TZVPD.

The largest force on an atom is 2.1 eV Å⁻¹. For the total energy, the calculation gives -7085.55638 a.u. As for the energy relative to the best compared isomer or geometry (same formula, charge and spin): 48.8 kcal/mol.

ORCA input file:
```
! RIJCOSX wB97M-V def2-TZVPD def2/J DEFGRID3
* xyz 0 1
Bi -0.80953 -0.55866 0.34035
I -1.26466 -0.36980 3.01948
Te 3.45508 -0.99757 -1.06940
Te 2.17067 -0.73222 1.28505
Se -0.15069 -3.86750 0.90921
F -0.79845 5.22433 4.08681
O 1.30570 -5.00772 -2.75132
O 0.51523 1.51182 -3.27231
O -1.20970 -1.22102 -2.27747
O -6.14922 0.06995 -3.36883
O 0.99010 0.39385 -1.37444
O -2.58464 -2.06876 0.46296
O -0.00135 1.63607 0.87239
N -4.71572 -3.83532 -1.78853
N 0.50429 -4.70938 3.56776
N 0.28061 -3.02215 -2.14939
N 0.72782 5.07085 -1.19998
N 0.38151 9.95749 3.49396
N -0.29357 7.72308 2.70178
N -2.66644 0.70556 -0.37612
N -1.39030 -5.51699 2.85045
N -1.33333 -2.97363 -3.72875
C -3.81814 -4.58065 0.32465
C -0.58291 -4.16320 -4.03759
C 0.24786 -4.02753 -5.32016
C 1.84771 -4.96628 -6.85846
C -0.79830 -2.29371 -2.67401
C -0.22236 4.01163 2.17993
C -4.90546 -0.57908 -3.63319
C -1.16118 -6.11660 4.07428
C -4.53145 -1.58762 -2.57725
C -2.84627 -6.92570 -2.77146
C 3.85545 -0.03385 2.47510
C -0.36715 -4.68154 2.52991
C 0.06208 -5.60823 4.52446
C 1.10600 -5.06130 -5.69351
C -4.00414 -3.52795 -0.72690
C 0.38166 5.13236 0.13384
C -2.66704 -7.16288 -5.15194
C 0.79115 3.85643 -1.81888
C -1.86007 -7.06438 4.80067
C 5.14803 -2.21020 -0.41790
C 3.01175 2.32511 2.06313
C -0.33606 10.07935 2.18861
C -4.93072 -2.89471 -2.72104
C -3.18729 -7.58954 -3.93993
C 1.69876 -3.90939 3.67792
C 7.04672 1.54628 4.92299
C -3.76843 -1.23009 -1.43995
C -0.16007 6.42481 2.12000
C -1.97712 -5.84965 -2.81209
C 2.39522 -4.77148 -1.84223
C 0.20017 2.65314 0.18405
C -1.81989 -6.06490 -5.19848
C 1.00729 6.26101 -1.95156
C 0.67126 1.41622 -2.05671
C -3.20088 4.87908 -0.37790
C -1.28521 -7.50820 5.98339
C -0.39252 5.22371 2.78936
C 1.73076 -3.84799 -7.67275
C 0.48745 6.39136 -3.34690
C -2.87855 4.21222 -1.55108
C -0.10654 7.22603 -2.25495
C -0.63385 7.83607 4.11773
C -3.25340 4.16525 0.82015
C 0.16292 -2.89444 -6.11712
C -3.39021 -2.24799 -0.53308
C 0.27216 6.35225 0.80026
C -2.75745 2.14145 -0.31242
C -2.67334 2.84198 -1.52487
C 0.13996 3.94300 0.83615
C -0.51014 9.32274 4.50901
C -0.05955 -7.01496 6.42469
C 5.93468 0.99718 4.07064
C 5.02368 1.84160 3.44977
C 3.98348 1.34891 2.67157
C 0.40399 -4.07512 -2.86925
C 0.63269 -6.05043 5.70629
C -1.02851 8.72442 1.94181
C 5.78619 -0.36701 3.88013
C 4.76984 -0.89500 3.08689
C 0.52087 2.67956 -1.21164
C 0.89133 -2.81372 -7.29645
C -3.01807 2.79166 0.89454
C -3.50127 0.15879 -1.18989
C 4.72049 -2.39457 2.93791
C -1.46479 -5.40558 -4.02638
H 5.68007 -2.77157 2.58189
H -0.43097 3.09716 2.72239
H -2.93026 -7.67451 -6.06895
H 0.50841 7.26344 0.27108
H 2.58037 -4.49540 3.41191
H -0.47079 -2.06984 -5.82207
H -1.64332 7.47967 4.34481
H 5.12330 2.91426 3.57857
H -5.47868 -3.21801 -3.60039
H -3.51187 4.70455 1.73377
H -1.43886 -5.72832 -6.15263
H -2.21710 -5.59828 2.28382
H -2.81142 -7.44920 4.45925
H 4.82559 -3.13883 0.05001
H -4.16160 0.85355 -1.70950
H -1.69536 -5.33991 -1.89646
H 2.02152 -4.54632 -0.84435
H 8.02131 1.27405 4.51441
H 1.12296 6.86568 -4.08092
H 5.80228 -1.67424 0.26626
H 1.98749 6.68045 -1.74352
H -1.01888 8.48562 0.88370
H -2.75829 -4.83475 0.38960
H 3.30730 3.35269 2.28217
H 4.50951 -2.85981 3.90327
H 1.79356 -3.54435 4.70024
H 3.94815 -2.67849 2.22772
H -4.39798 -5.46285 0.05984
H 2.96219 2.19615 0.97964
H 0.40045 10.30369 1.41856
H 1.17726 -5.94402 -5.07362
H 2.00910 2.15828 2.46050
H 6.48046 -1.05034 4.35951
H 2.98998 -3.93073 -2.19774
H -2.80962 4.74491 -2.49490
H 0.76895 10.84546 3.80392
H -2.41697 2.30336 -2.43593
H 2.28949 -3.79005 -8.59773
H 0.06924 7.23904 4.69288
H -2.07866 8.77242 2.25823
H 1.13086 9.27513 3.32747
H 1.58443 -5.66974 6.05030
H -0.11140 5.58800 -3.75263
H -2.16816 -2.67099 -4.20009
H -1.46958 9.83601 4.49026
H 0.36371 -7.39549 7.34448
H -5.04482 -1.08571 -4.58920
H -1.05088 10.89840 2.24215
H -3.25729 -7.24529 -1.82310
H -3.41014 5.94941 -0.40055
H 0.79940 -1.93680 -7.92364
H 1.06362 3.85576 -2.86426
H -0.07601 9.43295 5.49974
H -1.79583 -8.25768 6.57285
H 2.51722 -5.77062 -7.13528
H 0.10803 8.28741 -2.23158
H -4.10673 0.16083 -3.75579
H -6.18297 0.29838 -2.43443
H 6.99050 1.14800 5.93731
H -1.09910 6.96798 -1.90717
H -3.86101 -8.43582 -3.90641
H 1.62294 -3.05539 3.00626
H 6.99003 2.63280 4.97837
H 5.71170 -2.44694 -1.32075
H -4.13352 -4.18857 1.29523
H 2.98009 -5.68700 -1.84433
*
```

Mulliken atomic charge list, values in e, 6 entries: Bi 1.328; I -0.561; Te -0.168; Te 0.585; Se -0.128; F -0.428